Record 1
A molecular structure, C22H55MgO14S7 at a distorted geometry. Source: OMol25; level of theory: ωB97M-V with the def2-TZVPD basis set.

Each line ends with the Löwdin charge.
Positions of all 99 atoms, in Å:
H 5.797 2.637 1.196  0.05
Mg -1.210 -0.049 0.608  0.14
O -1.254 -1.394 -0.777  -0.55
O -0.542 1.316 -0.595  -0.58
H 1.910 0.248 -1.491  0.04
H -0.153 -3.202 -4.524  0.09
O -2.210 -0.956 1.829  -0.56
C 0.714 -2.597 -4.259  -0.02
C 3.538 -3.864 1.571  -0.23
H 4.301 -3.657 0.820  0.05
S -4.197 1.412 -0.482  0.99
S 1.936 -4.497 0.863  0.83
C 1.628 -4.518 -2.904  -0.14
C 1.211 -3.009 -2.925  -0.34
H 1.004 6.110 0.254  0.10
H -1.476 1.539 4.603  0.04
C -0.266 6.091 -1.562  -0.32
O -0.758 5.077 -2.337  0.06
S -0.682 2.444 2.507  0.96
H -6.262 1.981 0.812  0.05
H 5.348 1.186 2.035  0.05
H 0.532 7.884 -2.546  0.14
H -1.887 -3.537 1.046  0.04
H -5.025 -1.491 2.618  0.04
H -4.146 -1.794 0.089  0.03
H 0.018 2.450 4.843  0.06
H 3.202 -0.171 0.347  0.03
H 1.253 3.175 1.105  0.03
C -0.437 1.188 -3.332  -0.19
O 2.958 -4.509 -2.643  0.08
C -0.490 1.744 4.186  -0.22
H -5.144 0.927 1.682  0.04
H -4.289 -3.250 -1.015  0.06
O 0.491 -0.638 1.138  -0.36
C 1.969 1.229 -1.963  -0.19
C -4.243 -1.928 3.239  -0.24
C -0.535 5.260 -3.630  -0.55
H -1.513 1.088 -3.191  0.06
O -0.867 4.535 -4.570  0.12
O -1.403 1.404 1.697  -0.61
H 1.137 -1.370 1.156  -0.06
H -2.521 -4.703 -0.130  0.06
H -1.921 -2.866 4.231  0.06
H -4.508 3.656 0.473  0.05
C 4.168 -0.553 0.019  -0.24
C 0.513 5.431 -0.444  -0.03
O 2.359 -2.274 -2.658  0.08
O 5.049 1.405 -1.635  -0.57
H 0.859 -3.280 2.802  0.04
H 2.702 1.892 -1.503  0.03
H -2.964 3.580 -0.322  0.06
H 4.081 2.085 1.188  0.03
H 0.082 -4.845 2.371  0.04
O 2.058 -5.990 0.542  -0.55
H 1.648 2.886 2.866  0.06
S -2.845 -0.799 3.244  0.96
H 0.165 0.876 4.102  0.06
H 1.555 1.611 1.693  0.04
C 5.126 1.779 1.148  -0.26
S 0.228 1.935 -1.779  0.96
H -0.086 4.720 0.124  0.06
H 2.179 1.123 -3.028  0.07
H 3.966 -1.078 -0.915  0.02
H -3.969 -2.902 2.833  0.07
H -6.258 0.234 0.512  0.05
H 1.104 -5.094 -2.141  0.12
C -1.833 -1.801 4.447  -0.20
H -2.158 -1.618 5.471  0.06
H -1.040 6.793 -1.250  0.16
H 3.149 -3.034 2.161  0.03
C 1.095 2.554 1.987  -0.21
C -1.812 -3.888 0.016  -0.19
C 1.022 -4.300 2.453  -0.26
H -3.298 2.871 1.308  0.04
C 3.358 -3.201 -2.459  -0.50
C 0.679 6.804 -2.581  -0.08
H 4.020 -4.483 2.329  0.06
S -2.090 -2.525 -1.258  0.95
H 1.429 -2.738 -5.069  0.11
C -3.865 -2.258 -0.857  -0.23
O 0.274 6.286 -3.820  0.10
H -4.571 -2.011 4.275  0.07
H 1.313 4.849 -0.902  0.08
C -3.657 3.001 0.287  -0.22
H 0.060 0.220 -3.392  0.02
H 1.609 -4.739 3.260  0.05
H 4.450 -1.273 0.788  0.04
H -0.168 1.828 -4.173  0.06
O 4.498 -2.944 -2.243  0.16
S 5.465 0.733 -0.333  0.88
H -0.818 -1.410 4.390  0.04
H 0.243 -1.617 -4.337  0.07
H -0.807 -4.280 -0.140  0.02
H 1.741 6.635 -2.407  0.14
H 0.440 -2.839 -2.172  0.11
H 1.370 -5.006 -3.845  0.14
H -4.229 -1.541 -1.593  0.04
O -2.969 0.511 -0.154  -0.61
C -5.628 1.099 0.721  -0.21

HOMO-LUMO gap: 8.262 eV
E_HOMO: -10.43 eV
molar mass: 792.44 g mol⁻¹
total charge: +1

---

Record 2
A molecular structure, C20H29As2N3ReS at a distorted geometry. Source: OMol25; level of theory: ωB97M-V with the def2-TZVPD basis set.

Each line ends with the Mulliken spin population.
Positions of all 56 atoms, in Å:
H -3.900 -0.954 -0.060  0.00
H -5.844 -1.676 1.283  0.00
C -1.447 2.697 1.793  0.01
H 4.104 -1.876 -0.221  0.00
N -0.042 -4.871 -1.685  0.01
S 0.730 -2.386 -1.340  0.03
C -2.291 -2.025 2.751  -0.09
As -0.138 1.915 0.583  -0.01
C 1.750 3.761 1.858  0.00
H 5.058 -0.384 -0.133  0.00
C -0.513 -6.200 -1.336  0.00
C -2.454 -1.485 1.444  0.02
H -1.326 2.283 2.795  0.00
H -1.408 -5.479 1.214  0.00
H 3.091 5.144 2.788  0.00
H 5.080 3.721 2.430  0.00
H 0.877 4.377 2.035  0.00
C -3.383 -2.389 3.497  0.03
C 1.612 2.551 1.189  -0.02
H -1.411 2.549 -1.529  0.00
H -1.607 -6.200 -1.315  0.00
As 2.601 0.173 -0.160  -0.02
H -1.333 3.784 1.825  0.00
C 2.744 1.764 0.958  0.00
H 1.126 -6.670 -0.032  0.00
C 3.982 2.191 1.416  0.00
H 0.229 -3.423 1.158  0.00
C -4.850 -1.753 1.693  0.04
H 0.087 -4.645 -2.661  0.00
C -3.773 -1.359 0.932  -0.09
C 0.043 -6.572 0.031  0.00
Re 0.223 -0.576 0.138  1.44
H -1.281 -2.123 3.121  0.00
H -0.356 -7.531 0.348  0.00
C 2.994 4.192 2.289  0.00
H 0.337 2.689 -1.817  0.00
H -0.515 3.948 -0.888  0.00
C -0.461 2.874 -1.093  0.00
N 0.076 -4.188 0.509  0.01
C 3.154 0.946 -1.870  0.01
H 2.406 1.634 -2.263  0.00
H 4.280 -1.033 1.337  0.00
C -0.329 -5.483 1.032  0.00
C 4.111 3.399 2.080  0.00
C -4.669 -2.252 2.980  -0.09
H -2.452 2.458 1.434  0.00
H 0.178 -5.644 1.984  0.00
H -3.250 -2.779 4.495  0.00
H -5.525 -2.527 3.579  0.00
H -0.180 -6.896 -2.104  0.00
C 0.191 -3.939 -0.783  0.02
C 4.177 -0.897 0.258  0.01
N -1.392 -1.125 0.761  -0.31
H 4.852 1.565 1.254  0.00
H 3.320 0.156 -2.602  0.00
H 4.085 1.494 -1.700  0.00

HOMO-LUMO gap (alpha / beta): 6.902 / 6.979 eV
E_HOMO (alpha / beta): -14.10 / -13.92 eV
energy relative to the best compared isomer or geometry (same formula, charge and spin): 0.0 kcal/mol
⟨S²⟩: 0.921
molar mass: 679.59 g mol⁻¹
spin multiplicity: 2
total charge: +2

---

Record 3
A molecular structure, C54H51AsFI2N2O5P2Y. Source: OMol25; level of theory: ωB97M-V with the def2-TZVPD basis set.

Each line ends with the Löwdin charge.
Positions of all 119 atoms, in Å:
H 2.614 -5.175 -1.606  0.11
C 2.692 -6.593 4.416  -0.05
C 1.127 -3.282 3.435  -0.19
C 1.296 -3.145 -2.302  -0.39
H 2.915 0.192 -0.428  0.06
H 3.090 2.241 4.039  0.16
H 3.613 -0.079 3.352  0.09
C -3.492 -2.262 0.730  -0.08
C -0.352 -4.400 -3.537  -0.07
H 0.332 5.155 -0.580  0.03
C 1.944 -2.840 -3.492  -0.09
C 3.492 -1.809 -0.979  -0.34
C 1.133 4.673 -1.140  -0.30
H 3.974 -3.453 3.751  0.09
C 0.490 5.627 -5.918  -0.08
C 0.153 6.905 -5.493  -0.10
H 1.752 1.854 -3.791  0.02
C -0.534 7.069 -4.300  -0.09
H 1.981 4.520 -0.476  0.02
H -1.438 -2.052 5.239  0.11
C 3.948 -4.449 4.196  0.00
P 1.813 -2.494 -0.684  1.12
H -5.598 -2.067 1.082  0.11
H 7.001 -0.249 -1.550  0.10
H 2.810 -2.190 -3.491  0.11
C 2.631 -5.192 -0.525  -0.09
H 1.533 4.181 3.491  0.12
C 2.672 -5.208 3.776  -0.42
H 0.939 -5.515 5.954  0.11
C 1.464 -4.396 4.206  -0.09
C -0.303 0.326 4.142  -0.35
H 1.809 -7.175 4.149  0.10
C -0.627 -2.708 4.945  -0.08
C 3.009 -6.387 1.518  -0.01
I -4.330 2.629 1.115  0.06
C -0.336 -3.819 5.710  -0.06
H -1.419 6.100 -2.606  0.11
C 3.719 -0.455 -0.754  -0.14
H 1.953 -3.059 -5.620  0.11
N 2.533 2.299 3.205  0.11
C 3.236 0.076 2.340  0.00
C -4.603 -1.861 1.454  -0.08
C -3.169 -0.880 3.123  -0.09
H -1.711 3.274 5.048  0.11
C 1.054 2.901 1.735  -0.18
H 1.327 1.013 7.043  0.10
C 2.430 1.324 2.277  -0.39
P -0.306 -0.928 2.811  1.10
O 1.837 -3.015 2.281  -0.03
H -1.057 2.602 -3.716  0.07
C -1.205 -0.427 -2.682  -0.63
I -3.406 1.355 -1.032  0.45
H 0.262 3.379 1.189  0.08
H -0.919 -4.039 6.595  0.11
H 2.886 2.280 -2.509  0.02
H 2.742 -6.513 5.502  0.08
H 2.632 -0.789 2.063  0.05
C 1.656 3.307 2.878  -0.07
H -0.813 8.060 -3.965  0.10
C 0.104 -2.414 3.794  -0.27
H 0.416 7.766 -6.094  0.10
H -1.779 1.602 3.244  0.07
H 4.834 -4.993 3.867  0.09
C 0.713 -4.653 5.342  -0.01
C 6.023 -0.685 -1.388  -0.08
H 3.308 -7.295 2.022  0.11
H -3.058 -0.322 4.044  0.10
H -0.406 -4.125 -1.417  0.11
H 1.213 -0.691 5.285  0.10
C -0.535 4.677 -3.945  -0.31
C -2.048 -1.273 2.399  -0.37
C 0.314 -4.110 -4.721  -0.08
H 1.422 5.317 -1.971  0.03
C 0.259 -0.286 -3.228  -0.62
H 5.123 1.164 -0.773  0.11
C -0.871 3.489 -3.107  -0.33
C 0.131 -3.912 -2.336  -0.11
H -5.306 -0.851 3.210  0.11
H -1.360 -2.291 0.623  0.07
H -1.767 3.650 -2.507  0.03
O -1.300 -1.095 -1.580  -0.23
H 0.400 3.528 -5.496  0.12
H -1.257 -4.994 -3.553  0.10
C 2.249 -4.050 0.181  -0.26
C 0.581 0.186 5.214  -0.11
As 0.548 2.946 -1.851  1.15
C -0.874 5.964 -3.534  -0.07
C 2.631 -5.277 2.259  -0.09
H -0.072 -4.478 -5.663  0.10
C 0.645 1.147 6.212  -0.09
Y -0.076 0.261 -0.195  1.33
F -1.187 1.283 1.242  -0.62
H 3.579 -7.145 4.109  0.08
C 2.026 2.631 -3.079  -0.27
H 2.271 3.561 -3.591  0.03
H 3.292 -7.225 -0.436  0.11
C 2.241 -4.131 1.570  -0.19
H 6.628 -2.665 -1.958  0.10
H 4.088 0.112 1.660  0.07
C -1.063 2.409 5.098  -0.08
H 3.981 -4.342 5.282  0.09
O 1.067 -0.128 -2.234  -0.25
C -1.119 1.459 4.088  -0.10
C 0.148 4.524 -5.151  -0.06
C -2.222 -1.973 1.206  -0.14
C -4.438 -1.175 2.650  -0.09
H 4.419 -3.651 -1.589  0.10
N 1.539 1.665 1.364  0.01
H -0.152 3.001 6.948  0.10
O -2.080 0.306 -3.144  -0.13
C 5.814 -2.038 -1.618  -0.07
H -3.603 -2.772 -0.218  0.11
H 1.014 5.486 -6.854  0.10
C 4.973 0.107 -0.952  -0.08
C 4.562 -2.593 -1.411  -0.08
C 1.453 -3.323 -4.697  -0.07
C 3.004 -6.350 0.132  -0.06
C -0.183 2.260 6.160  -0.09
O 0.477 -0.195 -4.417  0.08

HOMO-LUMO gap: 7.941 eV
E_HOMO: -8.25 eV
molar mass: 1306.59 g mol⁻¹

---

Record 4
A molecular structure, C5H20As4F24N10O5Tl at a distorted geometry. Source: OMol25; level of theory: ωB97M-V with the def2-TZVPD basis set.

Each line ends with the Mulliken spin population.
Positions of all 69 atoms, in Å:
N 3.917 0.557 1.903  0.02
H -0.226 2.124 4.004  0.00
F -0.451 2.295 0.644  0.03
O 0.164 0.141 2.587  0.11
N 2.966 -3.172 -2.397  0.01
F -4.015 -1.600 -2.917  0.00
H 3.781 -0.442 1.945  0.00
H -2.762 -1.098 -4.342  0.00
N -4.039 1.183 2.826  0.00
N 3.035 2.546 1.517  0.02
F -6.057 -2.586 -1.850  0.00
H -2.095 -0.175 -5.695  0.00
F 1.359 -2.563 1.040  0.01
C -3.741 0.225 2.026  0.01
F 0.631 1.585 -1.768  0.01
N -0.245 -0.898 4.503  0.01
H -4.940 1.152 3.281  0.00
F 1.418 -5.009 1.828  0.00
F 0.768 4.571 0.843  0.00
As 2.577 -3.539 1.934  0.00
C -0.080 0.201 3.798  0.00
C 2.981 1.212 1.251  -0.01
H -4.775 -1.349 1.394  0.00
F 3.755 -4.577 2.856  0.00
O -2.751 0.052 1.342  0.05
F -1.128 5.438 2.259  0.00
C -0.854 -0.574 -4.241  -0.01
H 3.294 -3.789 -3.126  0.00
F -4.883 -0.539 -0.830  0.00
H 2.273 3.100 1.154  0.00
N -1.983 -0.669 -4.821  0.00
N 3.043 -1.440 -3.742  0.00
O 2.052 -1.307 -1.661  0.06
F 2.085 1.267 -3.972  0.00
F 2.886 3.671 -3.804  0.00
F 1.918 -3.021 3.511  0.00
F 3.174 2.055 -1.826  0.00
F 0.045 3.265 2.903  0.00
H -0.494 -0.852 5.481  0.00
F -1.578 4.491 -0.116  0.00
As 1.764 2.617 -2.794  0.00
H 3.090 -3.474 -1.442  0.00
H -0.121 -1.801 4.067  0.00
F -2.722 -1.829 -0.795  0.06
H -5.465 -0.404 2.728  0.00
N -4.717 -0.613 2.082  0.00
H 0.833 0.385 -4.559  0.00
H -3.369 1.922 2.986  0.00
N -0.222 1.268 4.540  0.01
H 4.561 1.037 2.515  0.00
F -3.886 -3.949 -1.689  0.00
H 3.693 2.967 2.158  0.00
F 3.380 -4.027 0.440  0.00
O 2.121 0.730 0.539  0.15
F -4.850 -2.690 0.414  0.00
As -4.430 -2.281 -1.270  0.01
C 2.645 -1.889 -2.570  0.00
F 1.545 4.039 -1.673  0.00
O -0.662 -0.886 -3.077  0.03
H 2.750 -0.491 -3.922  0.00
H -0.448 1.254 5.524  0.00
F 3.658 -2.039 2.006  0.00
H -0.402 0.453 -5.863  0.00
F -2.359 3.246 1.942  0.00
As -0.777 3.917 1.409  0.00
Tl -0.317 -0.546 -0.172  0.41
H 3.352 -2.084 -4.456  0.00
N -0.059 0.143 -4.965  0.00
F 0.393 3.095 -3.820  0.00

HOMO-LUMO gap (alpha / beta): 9.398 / 4.606 eV
E_HOMO (alpha / beta): -5.22 / -4.96 eV
⟨S²⟩: 0.754
molar mass: 1260.30 g mol⁻¹
spin multiplicity: 2
total charge: -2